This record from the Open Molecules 2025 dataset describes the ion C8H18N3O3S with charge +1 in a non-equilibrium geometry. The level of theory is ωB97M-V/def2-TZVPD.

Each line ends with the Löwdin charge.
Element x y z (Å)
1 C -5.00291 0.92507 0.56042  0.037
2 C -4.09615 0.40741 1.38891  -0.135
3 C 0.88494 -2.26938 0.08236  -0.457
4 C 3.54763 1.07453 0.09813  -0.043
5 C 1.94192 2.56079 -0.98928  -0.056
6 C -2.56712 0.49732 1.12336  -0.175
7 C 2.03527 1.40962 0.01320  -0.334
8 C 1.29319 0.14500 -0.52990  -0.296
9 N 0.81657 -3.07062 1.12956  0.187
10 N 0.52527 -2.71813 -1.10885  0.188
11 N 1.28315 -0.99903 0.29177  0.126
12 O -1.40405 -1.26052 -2.11249  -0.430
13 O -0.10963 0.50832 -0.87409  -0.381
14 O -2.13309 -0.54773 0.11907  -0.375
15 S -1.70500 -0.03223 -1.39421  1.081
16 H -6.05000 0.78123 0.55812  0.057
17 H -4.62258 1.54141 -0.22507  0.056
18 H -4.41774 -0.14274 2.26638  0.096
19 H 3.85229 0.32233 0.82711  0.081
20 H 4.09920 1.90985 0.35996  0.056
21 H 3.79863 0.95278 -0.95461  0.092
22 H 2.57420 3.37090 -0.67600  0.087
23 H 2.25790 2.16745 -1.96777  0.089
24 H 0.87343 2.75592 -1.28636  0.096
25 H -2.03908 0.27015 2.05106  0.110
26 H -2.29523 1.52884 0.73880  0.129
27 H 1.57483 1.65944 0.88411  0.106
28 H 1.64180 -0.16317 -1.67010  0.211
29 H 0.50398 -4.06009 1.01760  0.156
30 H 1.09877 -2.82103 2.10062  0.155
31 H 0.06300 -2.11668 -1.90975  0.126
32 H -0.05604 -3.61350 -1.11732  0.167
33 H 1.83261 -0.97353 1.20528  0.192

Output
HOMO-LUMO gap: 10.2 eV
HOMO energy: -12.960 eV
Energy relative to the best compared isomer or geometry (same formula, charge and spin): 29.62 kcal per mole
DFT total energy: -1103.47705 hartree
Total charge: +1